Entry from the OMol25 dataset: a molecular structure, C12H22Cl2GaNO3S2 (ωB97M-V with the def2-TZVPD basis set).

Calculated values
F_max	0.005	hartree/bohr
ΔE to the lowest compared entry with this formula, charge and spin	0.000	eV
HOMO (alpha / beta)	-10.079 / -11.484	eV
multiplicity	2
gap between HOMO and LUMO (alpha / beta)	7.5 / 7.7	eV
net charge	+1
<S²>	0.75

Last column: Löwdin charge in e.
Element x y z (Å)
Ga 0.43 0.41 -0.55  0.340
C -0.18 -4.07 -1.01  -0.096
O -0.52 -2.75 -0.65  -0.224
C -1.65 -2.71 0.19  -0.208
C -2.08 -1.28 0.40  -0.185
O -1.07 -0.43 0.96  -0.341
C -0.77 -0.71 2.33  -0.062
H -0.99 -4.55 -1.57  0.099
H 0.04 -4.68 -0.13  0.097
H 0.70 -4.03 -1.65  0.085
H -1.44 -3.23 1.13  0.133
H -2.49 -3.23 -0.29  0.140
H -2.95 -1.26 1.06  0.140
H -2.35 -0.83 -0.55  0.115
H -1.69 -0.78 2.90  0.107
H -0.17 0.12 2.69  0.083
H -0.21 -1.65 2.42  0.084
O 0.86 1.50 1.01  -0.264
N 1.71 2.52 0.85  -0.154
C 2.09 3.15 1.98  0.006
C 2.94 4.22 1.93  -0.027
C 3.40 4.65 0.69  -0.034
C 3.00 4.00 -0.45  -0.061
C 2.13 2.90 -0.38  -0.608
S 1.58 2.07 -1.79  0.711
H 1.67 2.74 2.88  0.146
H 3.23 4.71 2.85  0.120
H 4.07 5.50 0.62  0.122
H 3.33 4.31 -1.43  0.117
C 2.43 -2.30 0.89  -0.321
S 2.61 -0.78 -0.06  0.808
C 3.25 -1.44 -1.62  -0.331
H 1.88 -3.05 0.32  0.026
H 1.89 -2.06 1.80  0.036
H 3.42 -2.67 1.15  0.057
H 4.29 -1.71 -1.49  0.055
H 3.16 -0.65 -2.36  0.035
H 2.67 -2.31 -1.93  0.045
Cl -2.12 2.78 2.02  0.557
C -3.15 2.72 0.59  -0.962
Cl -2.25 2.31 -0.88  0.554
H -3.58 3.70 0.45  0.030
H -3.91 1.97 0.74  0.029